(1)
ORCA calculation (ωB97M-V with the def2-TZVPD basis set) on a structure of composition C5H10O2 in a non-equilibrium geometry.

Structure (XYZ):
```
17
Properties=species:S:1:pos:R:3:mulliken_charge:R:1
C -1.5921 -1.5052 0.2210 -1.32
C -0.6099 -0.3542 -0.0081 1.19
C 0.8291 -0.7306 -0.2315 -0.60
C 1.7042 0.5757 -0.1749 -0.50
O 1.2808 2.0287 0.4602 -0.66
C -0.8207 1.0572 -0.5073 -0.89
O -0.8650 0.6850 0.9135 -0.60
H -1.5103 -2.3270 -0.4998 0.34
H -1.3795 -1.9321 1.2168 0.30
H -2.6252 -1.1487 0.2489 0.35
H 0.8491 -1.1872 -1.2448 0.30
H 1.2127 -1.5169 0.4432 0.29
H 2.0531 0.8341 -1.1810 0.32
H 2.4934 0.4553 0.5319 0.36
H 0.6102 1.8309 1.1556 0.42
H -1.8113 1.2465 -0.9227 0.24
H 0.1814 1.9884 -0.4210 0.46
```

As for the LUMO energy: 0.9 eV. The HOMO energy is -9.09 eV. Its spin multiplicity is 1. The largest force on an atom is 0.07659 hartree/bohr. The relative energy (zero: lowest compared OMol25 entry of this formula, charge and spin) is 120.1 kcal/mol.

(2)
ORCA calculation (ωB97M-V with the def2-TZVPD basis set) on an isolated molecule of C5H10O2 in a non-equilibrium geometry.

Structure (XYZ):
```
17
Properties=species:S:1:pos:R:3:mulliken_charge:R:1
C -1.8516 -1.1540 -0.6974 -0.67
C -0.6645 -0.4292 0.2354 -0.43
C 0.2892 0.2614 -0.6592 -0.36
C 1.7255 0.9962 1.6299 -0.97
C 1.3554 1.2484 0.1873 0.47
O -1.3136 -1.8530 -1.7958 -0.53
O 1.8973 2.1659 -0.4207 -0.56
H -1.3042 -1.2541 -2.5609 0.33
H -2.5932 -0.4252 -1.0367 0.34
H -2.3610 -1.8682 -0.0463 0.34
H -0.1786 -1.2381 0.7885 0.29
H -1.1598 0.2410 0.9421 0.34
H -0.2105 0.9434 -1.3516 0.30
H 0.9054 -0.4456 -1.2214 0.25
H 2.8099 1.0371 1.7699 0.35
H 1.2762 1.7564 2.2747 0.26
H 1.3780 0.0177 1.9622 0.26
```

As for the LUMO energy: 0.8 eV. The HOMO energy is -9.28 eV. Its spin multiplicity is 1. The largest force on an atom is 0.06527 hartree/bohr. The SMILES is CC(=O)CCCO. The relative energy (zero: lowest compared OMol25 entry of this formula, charge and spin) is 42.0 kcal/mol.

(3)
ORCA calculation (ωB97M-V with the def2-TZVPD basis set) on an isolated molecule of C5H10O2.

Structure (XYZ):
```
17
Properties=species:S:1:pos:R:3:mulliken_charge:R:1
C 1.4562 0.8394 1.1356 -0.66
O 0.9699 -1.5306 -0.0451 -0.59
C 0.4508 -0.8681 -1.1777 -0.71
C -0.7095 0.0952 -0.9304 -0.01
C -1.8584 -0.3653 -0.0796 -0.66
C -0.8769 0.6618 0.4451 -0.14
O 0.1148 0.3264 1.4012 -0.55
H 2.0735 0.3085 0.3864 0.29
H 1.9757 0.7104 2.0859 0.25
H 1.3805 1.8816 0.8325 0.34
H 1.2383 -0.2975 -1.6969 0.30
H 0.1256 -1.6672 -1.8461 0.37
H -0.9263 0.7620 -1.7637 0.38
H -2.8561 -0.0175 -0.3542 0.27
H -1.8445 -1.3905 0.2808 0.22
H -1.2918 1.6624 0.5821 0.44
H 0.5782 -1.1112 0.7440 0.45
```

As for the LUMO energy: 1.0 eV. The HOMO energy is -9.58 eV. Its spin multiplicity is 1. The largest force on an atom is 0.01786 hartree/bohr. The SMILES is CO[C@@H]1C[C@@H]1CO. The relative energy (zero: lowest compared OMol25 entry of this formula, charge and spin) is 71.2 kcal/mol.

(4)
ORCA calculation (ωB97M-V with the def2-TZVPD basis set) on an isolated molecule of C5H10O2 in a non-equilibrium geometry.

Structure (XYZ):
```
17
Properties=species:S:1:pos:R:3:mulliken_charge:R:1
C -2.2511 -0.9517 0.7869 -1.13
C -1.0685 -0.1340 0.3842 -0.31
C 0.1932 -0.7436 0.1224 0.18
O 0.5049 -1.0674 -1.2471 -0.50
C 1.3470 0.4127 0.4963 -0.76
C 1.0761 1.4453 -0.4434 -0.16
O 1.7237 1.4480 -1.6127 -0.45
H -2.9296 -0.4125 1.4606 0.33
H -1.9170 -1.8662 1.3011 0.32
H -2.8565 -1.2973 -0.0677 0.25
H -1.1762 0.9434 0.3404 0.29
H 0.3397 -1.6776 0.7044 0.19
H 1.3672 -1.5105 -1.2579 0.33
H 1.2377 0.6984 1.5397 0.31
H 2.3152 -0.0632 0.3180 0.36
H 0.4426 2.2994 -0.2183 0.41
H 1.2722 2.0272 -2.2402 0.34
```

As for the LUMO energy (alpha / beta): 0.4 / 0.9 eV. The HOMO energy (alpha / beta) is -6.43 / -7.75 eV. Its spin multiplicity is 1. The largest force on an atom is 0.05559 hartree/bohr. The relative energy (zero: lowest compared OMol25 entry of this formula, charge and spin) is 117.0 kcal/mol.

(5)
ORCA calculation (ωB97M-V with the def2-TZVPD basis set) on an isolated molecule of C5H10O2 in a non-equilibrium geometry.

Structure (XYZ):
```
17
Properties=species:S:1:pos:R:3:mulliken_charge:R:1
C 0.0791 -0.6708 -1.5131 -1.14
C -0.8061 0.3814 -0.8272 -0.01
O -2.0367 -0.1128 -0.3039 -0.51
C -0.1018 1.2618 0.2270 -0.66
C 0.8956 0.4954 1.1709 -0.38
C 0.7006 -1.0055 1.3460 0.05
O 1.5423 -1.8443 1.1405 -0.49
H 0.8117 -0.2013 -2.1853 0.32
H 0.5977 -1.2558 -0.7999 0.28
H -0.5548 -1.3827 -2.0428 0.33
H -1.1091 1.0180 -1.6570 0.43
H -1.8961 -0.7652 0.3938 0.32
H 0.4659 2.0107 -0.3414 0.31
H -0.8687 1.8321 0.7900 0.32
H 0.7113 0.8476 2.1899 0.32
H 1.9369 0.6918 0.8643 0.28
H -0.3677 -1.3005 1.5482 0.23
```

As for the LUMO energy: 0.8 eV. The HOMO energy is -9.99 eV. Its spin multiplicity is 1. The largest force on an atom is 0.02514 hartree/bohr. The SMILES is C[C@@H](O)CCC=O. The relative energy (zero: lowest compared OMol25 entry of this formula, charge and spin) is 44.3 kcal/mol.

(6)
ORCA calculation (ωB97M-V with the def2-TZVPD basis set) on an isolated molecule of C5H10O2.

Structure (XYZ):
```
17
Properties=species:S:1:pos:R:3:mulliken_charge:R:1
O -1.4447 1.4219 1.7735 -0.52
C -1.6535 0.5763 0.6470 -0.69
C -0.3134 0.3112 -0.0365 0.35
C 0.6599 -0.7271 0.5408 -0.64
C 1.8118 -0.6020 -0.4847 -0.46
O 1.2695 0.0502 -1.6397 -0.39
C -0.1404 -0.0211 -1.5203 -0.54
H -0.9495 0.9125 2.4325 0.31
H -2.2177 -0.3268 0.9362 0.27
H -2.2932 1.1604 -0.0217 0.31
H 0.1985 1.2729 0.0284 0.18
H 0.9913 -0.5215 1.5671 0.34
H 0.2215 -1.7370 0.5152 0.30
H 2.2337 -1.5722 -0.7714 0.29
H 2.6347 0.0092 -0.0995 0.29
H -0.4993 -1.0326 -1.7697 0.27
H -0.5910 0.6867 -2.2223 0.35
```

As for the LUMO energy: 0.9 eV. The HOMO energy is -9.70 eV. Its spin multiplicity is 1. The largest force on an atom is 0.01101 hartree/bohr. The SMILES is OC[C@H]1CCOC1. The relative energy (zero: lowest compared OMol25 entry of this formula, charge and spin) is 42.7 kcal/mol.

(7)
ORCA calculation (ωB97M-V with the def2-TZVPD basis set) on a cluster of 2 separate species, C5H10O2 in total in a non-equilibrium geometry.

Structure (XYZ):
```
17
Properties=species:S:1:pos:R:3:mulliken_charge:R:1
C 1.9170 -0.8699 -0.3690 -1.30
C 0.7620 1.0161 0.7042 -0.34
C 0.9507 0.2839 -0.4563 0.05
O 0.4190 2.3183 0.7528 -0.45
H 0.4598 2.7035 -0.1331 0.33
H 0.7553 0.5553 1.6812 0.41
H 1.1162 0.8795 -1.3530 0.36
H 2.9518 -0.5327 -0.4444 0.35
H 1.7388 -1.5777 -1.1788 0.32
H 1.8417 -1.3865 0.5867 0.32
C -1.6264 -0.2117 -0.5315 -0.07
C -1.8075 -1.3799 0.1342 -0.65
O -1.8691 1.0583 0.1412 -0.45
H -1.6293 0.9437 1.0771 0.36
H -2.2160 -0.1148 -1.4397 0.27
H -2.6117 -2.0465 -0.1238 0.29
H -1.1522 -1.6390 0.9521 0.21
```

As for the LUMO energy (alpha / beta): 0.5 / 0.5 eV. The HOMO energy (alpha / beta) is -7.89 / -7.89 eV. Its spin multiplicity is 1. The largest force on an atom is 0.09793 hartree/bohr. The SMILES is C/C=C/O.C=CO. The relative energy (zero: lowest compared OMol25 entry of this formula, charge and spin) is 118.9 kcal/mol.

(8)
ORCA calculation (ωB97M-V with the def2-TZVPD basis set) on an isolated molecule of C5H10O2.

Structure (XYZ):
```
17
Properties=species:S:1:pos:R:3:mulliken_charge:R:1
O -0.5853 1.3062 -0.7703 -0.49
C -1.4068 0.1319 -0.8606 -0.46
C -0.4854 -1.0702 -0.5936 -0.68
C 0.7683 -0.4245 0.0151 0.17
C 0.7793 0.9029 -0.7448 -0.67
O -0.3450 0.6826 1.9305 -0.55
C 0.6808 -0.2056 1.5312 -0.68
H -0.4915 1.3100 1.2048 0.40
H -1.8782 0.0862 -1.8502 0.33
H -2.1916 0.2193 -0.1027 0.28
H -0.2259 -1.5730 -1.5331 0.31
H -0.9469 -1.8079 0.0703 0.33
H 1.6667 -1.0143 -0.1980 0.40
H 1.1747 0.7811 -1.7659 0.34
H 1.3406 1.6990 -0.2436 0.32
H 1.6665 0.1428 1.8870 0.29
H 0.4798 -1.1664 2.0238 0.37
```

As for the LUMO energy: 0.9 eV. The HOMO energy is -9.92 eV. Its spin multiplicity is 1. The largest force on an atom is 0.00785 hartree/bohr. The SMILES is OC[C@H]1CCOC1. The relative energy (zero: lowest compared OMol25 entry of this formula, charge and spin) is 34.1 kcal/mol.

(9)
ORCA calculation (ωB97M-V with the def2-TZVPD basis set) on an isolated molecule of C5H10O2.

Structure (XYZ):
```
17
Properties=species:S:1:pos:R:3:mulliken_charge:R:1
O -2.4939 -0.2492 1.0145 -0.52
C -1.2969 0.4940 1.1211 -0.82
C -0.1063 -0.2015 0.4799 0.49
C -0.1137 -0.2560 -1.0519 -0.72
C 1.3569 -0.5458 -1.3544 -0.47
O 2.1091 0.0333 -0.2938 -0.38
C 1.2332 0.4919 0.7232 -0.62
H -2.6907 -0.3659 0.0778 0.32
H -1.4096 1.5022 0.6882 0.35
H -1.1272 0.6179 2.1959 0.34
H -0.0534 -1.2234 0.8766 0.19
H -0.7801 -1.0169 -1.4713 0.38
H -0.4049 0.7217 -1.4610 0.31
H 1.6962 -0.1184 -2.3045 0.28
H 1.5425 -1.6288 -1.3809 0.27
H 1.1263 1.5879 0.6573 0.30
H 1.6657 0.2507 1.7003 0.31
```

As for the LUMO energy: 0.9 eV. The HOMO energy is -9.67 eV. Its spin multiplicity is 1. The largest force on an atom is 0.00810 hartree/bohr. The SMILES is OC[C@H]1CCOC1. The relative energy (zero: lowest compared OMol25 entry of this formula, charge and spin) is 35.2 kcal/mol.

(10)
ORCA calculation (ωB97M-V with the def2-TZVPD basis set) on a structure of composition C5H10O2 in a non-equilibrium geometry.

Structure (XYZ):
```
17
Properties=species:S:1:pos:R:3:mulliken_charge:R:1
C 0.1276 1.1656 -1.6520 -1.56
C 0.5272 0.3976 -0.3526 0.95
O 1.8804 0.5954 -0.1933 -0.57
C -0.4552 0.5482 0.7194 -0.11
C -0.1464 -0.9273 0.4718 -0.60
C 0.0352 -0.9315 1.9962 -0.52
O 0.1835 0.5003 1.9890 -0.43
H 0.6211 0.8380 -2.5731 0.35
H -0.9498 1.2406 -1.8313 0.43
H 0.4720 2.2075 -1.4941 0.36
H -1.1142 -1.0924 -2.0150 0.07
H 2.0698 0.2023 0.6652 0.32
H -1.3982 1.0759 0.6441 0.35
H -1.4071 -1.3557 -1.3893 -0.04
H -0.3335 -1.8400 -0.0464 0.49
H 0.8063 -1.5096 2.5226 0.26
H -0.9187 -1.1150 2.5386 0.23
```

As for the LUMO energy: 1.0 eV. The HOMO energy is -8.60 eV. Its spin multiplicity is 1. The largest force on an atom is 0.02260 hartree/bohr. The relative energy (zero: lowest compared OMol25 entry of this formula, charge and spin) is 139.7 kcal/mol.

(11)
ORCA calculation (ωB97M-V with the def2-TZVPD basis set) on a structure of composition C5H10O2 in a non-equilibrium geometry.

Structure (XYZ):
```
17
Properties=species:S:1:pos:R:3:mulliken_charge:R:1
C 1.5491 1.3729 0.0170 -0.74
O 0.3693 0.7319 -0.4023 -0.24
C 0.3308 -0.6946 -0.6419 0.23
C 0.4596 -1.6218 0.5916 -0.42
O -0.9392 -1.9664 0.5327 -0.39
C -1.1051 -1.0807 -0.5646 -0.54
C -1.6544 0.9812 0.1685 -0.79
H 1.9901 0.8742 0.8900 0.31
H 2.2711 1.4064 -0.8024 0.25
H 1.3089 2.4137 0.2925 0.25
H 0.9503 -0.8719 -1.5253 0.41
H 0.7288 -1.1005 1.5172 0.25
H 1.0855 -2.5130 0.4605 0.26
H -1.7631 -1.4735 -1.3676 0.28
H -2.2513 1.2074 -0.6977 0.29
H -2.1031 0.4029 0.9435 0.37
H -1.2272 1.9316 0.5883 0.22
```

As for the LUMO energy: 0.9 eV. The HOMO energy is -7.34 eV. Its spin multiplicity is 1. The largest force on an atom is 0.03392 hartree/bohr. The relative energy (zero: lowest compared OMol25 entry of this formula, charge and spin) is 157.1 kcal/mol.

(12)
ORCA calculation (ωB97M-V with the def2-TZVPD basis set) on an isolated molecule of C5H10O2.

Structure (XYZ):
```
17
Properties=species:S:1:pos:R:3:mulliken_charge:R:1
C -1.3940 -1.3680 0.3597 -1.33
C -0.6303 -0.1522 -0.1625 1.19
C 0.8117 -0.3799 -0.5757 -0.92
C 1.8621 0.2998 0.3120 -0.47
O 1.6959 1.6414 0.7172 -0.55
C -1.2442 1.0786 -0.7000 -0.61
O -0.9713 0.9584 0.6915 -0.60
H -1.3910 -2.2525 -0.2855 0.35
H -0.9137 -1.6704 1.3049 0.29
H -2.4244 -1.1103 0.6196 0.38
H 0.9011 -0.1331 -1.6418 0.36
H 1.0541 -1.4491 -0.5175 0.33
H 2.7937 0.2308 -0.2583 0.32
H 1.9443 -0.3333 1.2010 0.30
H 0.8113 1.7250 1.1109 0.37
H -2.2658 1.0119 -1.0675 0.29
H -0.6394 1.9028 -1.1080 0.28
```

As for the LUMO energy: 0.9 eV. The HOMO energy is -9.94 eV. Its spin multiplicity is 1. The largest force on an atom is 0.01719 hartree/bohr. The SMILES is C[C@@]1(CCO)CO1. The relative energy (zero: lowest compared OMol25 entry of this formula, charge and spin) is 59.6 kcal/mol.

(13)
ORCA calculation (ωB97M-V with the def2-TZVPD basis set) on an isolated molecule of C5H10O2.

Structure (XYZ):
```
17
Properties=species:S:1:pos:R:3:mulliken_charge:R:1
C 1.3180 -1.5623 0.6107 -0.72
O 0.8016 -0.4187 1.2536 -0.34
C 0.8006 1.0514 -1.1829 -0.61
C -0.3170 0.3319 -1.1454 -0.55
C -0.6023 -0.3546 1.2671 -0.68
C -1.2277 0.3953 0.0557 0.31
O -1.4374 1.7325 0.4906 -0.57
H 0.7559 -1.8263 -0.2957 0.34
H 1.3157 -2.4279 1.2892 0.30
H 2.3479 -1.3439 0.3115 0.26
H 1.0339 1.7326 -0.3684 0.25
H 1.5341 0.9452 -1.9758 0.30
H -0.5516 -0.3904 -1.9263 0.41
H -1.0340 -1.3627 1.3476 0.32
H -0.8788 0.2202 2.1555 0.34
H -2.1985 -0.0740 -0.1755 0.30
H -1.6169 2.2631 -0.2963 0.36
```

As for the LUMO energy: 1.0 eV. The HOMO energy is -9.55 eV. Its spin multiplicity is 1. The largest force on an atom is 0.00621 hartree/bohr. The SMILES is C=C[C@H](O)COC. The relative energy (zero: lowest compared OMol25 entry of this formula, charge and spin) is 61.1 kcal/mol.

(14)
ORCA calculation (ωB97M-V with the def2-TZVPD basis set) on an isolated molecule of C5H10O2.

Structure (XYZ):
```
17
Properties=species:S:1:pos:R:3:mulliken_charge:R:1
C 0.7131 1.7402 -0.6556 -0.58
C 0.6482 -0.7675 -0.5883 -0.18
C -0.4685 -1.4267 0.1407 -0.42
C -1.7984 -0.6650 -0.0057 -0.54
O -1.8823 0.4502 0.8573 -0.56
C 1.7371 -0.3107 0.3045 -0.36
O 0.8919 0.8576 0.4767 -0.35
H -0.2136 1.5088 -1.1886 0.25
H 0.6566 2.7391 -0.2240 0.25
H 1.5502 1.6560 -1.3523 0.32
H -0.3023 -1.6368 1.2122 0.30
H -0.5698 -2.3834 -0.3936 0.38
H -2.6302 -1.3278 0.2555 0.35
H -1.9221 -0.3608 -1.0569 0.28
H -0.9799 0.7395 1.0527 0.43
H 2.7070 -0.0462 -0.1320 0.24
H 1.8629 -0.7664 1.2975 0.19
```

As for the LUMO energy: 0.5 eV. The HOMO energy is -8.35 eV. Its spin multiplicity is 1. The largest force on an atom is 0.00852 hartree/bohr. The relative energy (zero: lowest compared OMol25 entry of this formula, charge and spin) is 132.6 kcal/mol.

(15)
ORCA calculation (ωB97M-V with the def2-TZVPD basis set) on an isolated molecule of C5H10O2 in a non-equilibrium geometry.

Structure (XYZ):
```
17
Properties=species:S:1:pos:R:3:mulliken_charge:R:1
C 0.4506 -1.9664 0.5208 -0.70
O 0.8749 -0.7607 -0.0073 -0.35
C 0.2408 -0.0053 -0.9972 -0.11
C -1.2955 0.1578 -1.1096 -0.46
O -1.2206 1.5369 -0.7315 -0.46
C 0.1874 1.4075 -0.4146 0.28
C 0.4310 1.2240 1.2076 -1.10
H -0.6145 -2.1587 0.3678 0.30
H 1.0425 -2.7592 0.0656 0.24
H 0.6513 -1.9626 1.6055 0.25
H 0.7639 -0.2136 -1.9372 0.40
H -1.9013 -0.4102 -0.3946 0.25
H -1.7075 0.0273 -2.1197 0.28
H 0.7205 2.2208 -0.9634 0.33
H 1.2324 1.8741 1.5428 0.33
H -0.5277 1.5151 1.6171 0.33
H 0.6720 0.2730 1.7479 0.20
```

As for the LUMO energy: 1.0 eV. The HOMO energy is -9.53 eV. Its spin multiplicity is 1. The largest force on an atom is 0.03001 hartree/bohr. The SMILES is CO[C@H]1CO[C@H]1C. The relative energy (zero: lowest compared OMol25 entry of this formula, charge and spin) is 91.9 kcal/mol.